{"formula": "C2H9N6", "method": "ωB97M-V with the def2-TZVPD basis set", "elements": ["C", "C", "N", "N", "N", "N", "N", "N", "H", "H", "H", "H", "H", "H", "H", "H", "H"], "coordinates": [[-1.37677, 1.86164, 0.27158], [2.25454, -2.05226, -0.32210], [0.55108, 0.79494, 0.91701], [1.33803, -0.17776, 0.73835], [1.28169, -1.01469, -0.14661], [-0.59042, 0.82314, 0.24422], [-2.49810, 1.94251, -0.44835], [-1.32592, -0.31937, -0.26511], [-1.10195, 2.88374, 0.60206], [3.27798, -1.80955, 0.15485], [1.88733, -2.90397, 0.48634], [2.28147, -2.39843, -1.35899], [2.12935, 0.06590, 1.39708], [-3.06230, 2.80700, -0.36962], [-2.85331, 1.37205, -1.24770], [-0.93143, -0.77680, -1.06306], [-1.26126, -1.09809, 0.41005]], "lumo_ev": -3.868, "e_above_lowest_ev": 3.147, "homo_lumo_gap_ev": 8.481, "charge": 1, "max_force_ha_per_bohr": 0.0921}

---

{"formula": "C2H9N6O3S2", "method": "ωB97M-V with the def2-TZVPD basis set", "elements": ["C", "C", "N", "N", "N", "N", "N", "N", "O", "O", "O", "S", "S", "H", "H", "H", "H", "H", "H", "H", "H", "H"], "coordinates": [[1.69743, -1.36727, 0.19238], [0.10345, 1.72616, -0.03822], [2.98340, -1.76410, 0.19099], [0.71236, -2.22169, 0.06965], [0.80495, 2.35062, -1.02775], [0.45033, 0.47118, 0.51734], [-0.69329, 2.39820, 0.83205], [1.36441, -0.08339, -0.11017], [-2.09064, 0.30747, 1.55694], [-1.67206, -1.81894, 0.48804], [-1.36893, 0.18767, -0.81293], [-4.02752, -0.18740, -0.53036], [-2.09783, -0.41378, 0.30354], [3.26988, -2.59931, 0.74657], [3.85568, -1.20227, 0.19009], [0.97152, -3.13567, 0.17329], [-0.29665, -2.01330, 0.05772], [1.23408, 1.66010, -1.61321], [0.76987, 3.30352, -1.29818], [-1.30516, 3.17244, 0.34001], [-1.29368, 1.75742, 1.40923], [-3.37163, -0.52765, -1.63701]], "lumo_ev": -5.657, "e_above_lowest_ev": 0.000, "homo_lumo_gap_ev": 6.925, "charge": 1, "max_force_ha_per_bohr": 0.0884}

---

{"formula": "C2H9NO", "method": "ωB97M-V with the def2-TZVPD basis set", "elements": ["C", "N", "C", "H", "H", "H", "H", "H", "H", "H", "O", "H", "H"], "coordinates": [[0.84241, 0.34919, 1.48562], [-0.04923, -0.15301, 0.27650], [0.72211, -0.19177, -0.86031], [1.09404, 1.28815, 0.94676], [1.58033, -0.37906, 1.73576], [0.26695, 0.66810, 2.34772], [-0.26319, -1.04834, 0.39060], [1.53219, -0.94869, -0.74206], [0.06460, -0.55742, -1.68885], [1.04009, 0.80486, -1.27484], [-2.52556, -0.25336, -0.86639], [-1.81663, -0.07153, -0.23612], [-2.48812, 0.49287, -1.51440]], "lumo_ev": 0.961, "e_above_lowest_ev": 1.342, "homo_lumo_gap_ev": 10.542, "charge": 0, "max_force_ha_per_bohr": 0.1204, "smiles": "CNC.O"}

---

{"formula": "C2H9NO", "method": "ωB97M-V with the def2-TZVPD basis set", "elements": ["C", "N", "C", "H", "H", "H", "H", "H", "H", "H", "O", "H", "H"], "coordinates": [[-1.77020, 0.52105, 0.43609], [-0.45571, -0.22969, 0.48472], [-0.51845, -1.54260, -0.15121], [-1.63206, 1.05714, -0.57717], [-2.67037, -0.10873, 0.42262], [-1.55894, 1.24552, 1.22674], [-0.19999, -0.12456, 1.46000], [-1.44743, -1.80823, -0.66994], [-0.05506, -2.40952, 0.47297], [0.05678, -1.52501, -1.12350], [2.56007, 1.12152, -0.65696], [1.91061, 0.62252, -0.16437], [2.03774, 1.81576, -0.89394]], "lumo_ev": 0.894, "e_above_lowest_ev": 1.474, "homo_lumo_gap_ev": 9.890, "charge": 0, "max_force_ha_per_bohr": 0.0808, "smiles": "CNC.O"}

---

{"formula": "C2H9NO2", "method": "ωB97M-V with the def2-TZVPD basis set", "elements": ["C", "C", "N", "H", "H", "H", "H", "H", "H", "H", "O", "O", "H", "H"], "coordinates": [[-0.74828, 0.74605, -0.30903], [-1.81263, 0.00118, 0.46595], [-0.15478, -0.04250, -1.29199], [0.41330, 0.49217, -1.93952], [0.46172, -0.74214, -0.82907], [-1.09919, 1.69912, -0.70648], [0.21445, 0.88266, 0.65349], [-2.62732, -0.27487, -0.20340], [-2.19532, 0.62361, 1.27115], [-1.38481, -0.89809, 0.90645], [1.65264, -0.93660, 0.79101], [2.74465, -0.47810, -0.03249], [3.43697, -1.10806, 0.19713], [1.09861, 0.03558, 1.02679]], "lumo_ev": 0.936, "e_above_lowest_ev": 4.103, "homo_lumo_gap_ev": 10.005, "charge": 0, "max_force_ha_per_bohr": 0.0793}

---

{"formula": "C2H9NO4", "method": "ωB97M-V with the def2-TZVPD basis set", "elements": ["O", "C", "N", "C", "O", "H", "H", "H", "H", "H", "O", "H", "H", "O", "H", "H"], "coordinates": [[-2.10679, 0.69637, 0.16356], [-1.36448, 0.57211, 1.13521], [-0.32215, -0.24423, 1.18080], [0.04945, -1.08657, 0.05912], [0.92144, -0.38005, -0.81362], [-1.59594, 1.09274, 2.07088], [0.29735, -0.20561, 1.97783], [-0.87951, -1.36659, -0.42151], [0.57954, -1.96006, 0.43041], [0.48146, -0.37957, -1.66446], [2.44979, 0.68466, 1.14728], [3.35719, 0.95567, 1.24307], [2.32269, 0.65320, 0.17915], [-1.27681, -0.04639, -2.31958], [-1.40860, 0.37001, -1.44326], [-1.50464, 0.64430, -2.92487]], "lumo_ev": 0.731, "e_above_lowest_ev": 0.326, "homo_lumo_gap_ev": 11.102, "charge": 0, "max_force_ha_per_bohr": 0.0231, "smiles": "O=CNCO.O.O"}

---

{"formula": "C2H9NO4", "method": "ωB97M-V with the def2-TZVPD basis set", "elements": ["C", "N", "C", "O", "O", "H", "H", "H", "H", "H", "O", "H", "H", "O", "H", "H"], "coordinates": [[1.28373, -1.16619, -1.68572], [0.54798, 0.04948, -1.88004], [-0.37513, 0.67627, -1.11608], [-0.90793, 1.69382, -1.51471], [-0.91355, -0.00729, -0.05888], [0.81720, -2.12062, -1.94387], [2.27739, -1.11552, -2.11690], [1.45429, -1.28943, -0.61233], [0.51024, 0.38143, -2.82478], [-0.69822, 0.45791, 0.76569], [0.73690, 1.37402, 2.33467], [1.66945, 1.31522, 2.10102], [0.67377, 2.31592, 2.31547], [-2.40477, -0.86288, 2.43749], [-1.85938, -1.47955, 1.94565], [-2.81198, -0.22259, 1.85334]], "lumo_ev": 0.375, "e_above_lowest_ev": 0.654, "homo_lumo_gap_ev": 10.265, "charge": 0, "max_force_ha_per_bohr": 0.0463, "smiles": "CNC(=O)O.O.O"}

---

{"formula": "C2H9NOS", "method": "ωB97M-V with the def2-TZVPD basis set", "elements": ["N", "C", "C", "S", "H", "H", "H", "H", "H", "H", "H", "O", "H", "H"], "coordinates": [[-0.29770, -2.99112, -0.20284], [0.58889, -2.04545, 0.48071], [0.36400, -0.64506, -0.03457], [1.42528, 0.56661, 0.84424], [0.04853, -3.95148, -0.07621], [-0.24988, -2.83610, -1.20629], [0.35785, -2.05941, 1.54238], [1.65071, -2.27097, 0.37854], [-0.66132, -0.29714, 0.04182], [0.66008, -0.55621, -1.07743], [1.20262, 0.04770, 2.05343], [-1.96150, 5.90815, -1.10765], [-2.10358, 5.35114, -0.33130], [-1.02398, 5.77934, -1.30482]], "lumo_ev": 0.661, "e_above_lowest_ev": 0.156, "homo_lumo_gap_ev": 9.872, "charge": 0, "max_force_ha_per_bohr": 0.0151, "smiles": "NCCS.O"}